Record 1
ORCA calculation (wB97M-V/def2-TZVPD) on one molecule with the formula C6H11NO at a distorted geometry.

The value obtained for the HOMO-LUMO gap is 10.12 eV. Its charge is 0. The SMILES is CC1(C)CCN1C=O. For the total energy, the calculation gives -9936.3788 eV.

Geometry (Å):
O  -0.88  1.88  1.89
N  0.25  0.08  0.98
C  0.97  0.79  -1.26
C  0.77  -1.22  0.93
C  -1.56  0.62  -0.73
C  0.10  -1.44  -0.45
C  -0.17  0.86  1.97
C  -0.14  0.11  -0.41
H  0.94  1.78  -1.00
H  -2.08  -0.26  -0.47
H  -1.71  0.75  -1.78
H  2.11  0.52  -0.96
H  1.86  -1.30  0.86
H  -0.76  -2.24  -0.44
H  0.09  0.34  2.87
H  0.73  -1.71  -1.26
H  0.81  0.69  -2.29
H  0.55  -1.81  1.77
H  -1.87  1.55  -0.23

---

Record 2
ORCA calculation (wB97M-V/def2-TZVPD) on a 2-piece molecular cluster, C5H13B overall at a distorted geometry.

The value obtained for the HOMO-LUMO gap is 8.04 eV. Its charge is 0. For the total energy, the calculation gives -6068.6180 eV.

Geometry (Å):
C  -1.90  0.61  0.09
C  -0.87  0.57  1.18
C  -2.22  -0.80  -0.57
C  2.12  1.36  -0.20
C  1.72  -1.34  -0.07
B  1.33  0.09  0.09
H  2.84  1.36  -1.04
H  2.42  -1.56  0.66
H  0.89  -2.06  0.14
H  -1.29  -0.95  -1.14
H  2.26  -1.60  -1.01
H  2.73  1.49  0.72
H  -2.85  1.04  0.48
H  -0.43  1.44  1.67
H  1.50  2.29  -0.23
H  -1.11  -0.06  2.11
H  -2.50  -1.68  0.24
H  -3.03  -0.75  -1.38
H  -1.57  1.16  -0.80

---

Record 3
ORCA calculation (wB97M-V/def2-TZVPD) on one molecule with the formula C22H25NO6.

The value obtained for the HOMO-LUMO gap is 8.70 eV. Its charge is 0. The SMILES is COC(=O)c1ccc(OC[C@@H]2c3cc(OC)c(OC)cc3CCN2C(C)=O)cc1. For the total energy, the calculation gives -36994.8523 eV.

Geometry (Å):
O  5.82  -2.13  -0.29
O  -5.27  2.69  -0.31
O  -4.86  3.65  2.06
O  -0.38  -2.47  0.09
O  0.17  -0.20  -2.32
O  5.27  -3.90  -1.55
N  -0.03  -0.33  0.68
C  3.54  -0.77  -0.96
C  -1.06  0.13  -0.23
C  2.36  -0.12  -1.24
C  7.03  -2.78  0.03
C  -4.12  2.29  0.29
C  0.22  -1.66  0.77
C  -0.43  0.77  -1.50
C  0.49  0.70  1.55
C  -3.90  2.81  1.59
C  3.75  -2.07  -1.41
C  1.36  -0.76  -1.97
C  1.58  -2.05  -2.45
C  -0.62  1.15  2.50
C  -1.83  1.56  1.71
C  -2.76  2.43  2.27
C  -2.04  1.07  0.43
C  5.00  -2.81  -1.12
C  2.76  -2.70  -2.17
C  -3.19  1.43  -0.26
C  -5.57  2.19  -1.60
C  -4.71  4.18  3.35
C  1.29  -2.09  1.74
H  1.39  -3.17  1.67
H  -0.27  1.98  3.12
H  -4.81  2.49  -2.33
H  -2.57  2.80  3.27
H  -1.59  -0.78  -0.57
H  0.81  1.55  0.95
H  -5.66  1.10  -1.59
H  1.03  -1.83  2.76
H  7.57  -2.12  0.70
H  -1.22  1.21  -2.11
H  7.62  -2.97  -0.87
H  -3.80  4.79  3.43
H  0.26  1.57  -1.22
H  -3.36  1.01  -1.24
H  2.25  -1.64  1.48
H  0.80  -2.53  -3.02
H  6.84  -3.74  0.52
H  -4.68  3.39  4.11
H  1.36  0.33  2.10
H  -5.58  4.81  3.51
H  -6.52  2.63  -1.87
H  -0.89  0.32  3.16
H  2.23  0.89  -0.89
H  4.31  -0.27  -0.40
H  2.94  -3.71  -2.52

---

Record 4
ORCA calculation (wB97M-V/def2-TZVPD) on an isolated ion of composition C5H10N and charge +1 at a distorted geometry.

The value obtained for the HOMO-LUMO gap is 12.60 eV. Its charge is +1. The SMILES is C[N@H+]1C[C@@H]2C[C@@H]21. For the total energy, the calculation gives -6827.7853 eV.

Geometry (Å):
N  -0.60  -0.03  -0.44
C  -1.89  -0.35  0.18
C  -0.04  1.30  -0.12
C  0.46  -0.76  0.25
C  1.21  0.47  0.58
C  1.77  -0.47  -0.40
H  2.08  -0.35  -1.50
H  -0.74  1.89  0.49
H  2.50  -1.11  0.10
H  -0.69  -0.37  -1.46
H  -2.74  0.19  -0.38
H  -1.84  0.23  1.14
H  0.25  -1.66  0.74
H  -1.80  -1.41  0.39
H  1.70  0.66  1.50
H  0.37  1.77  -1.06

---

Record 5
ORCA calculation (wB97M-V/def2-TZVPD) on C5H8O2 as an isolated structure.

The value obtained for the HOMO-LUMO gap is 10.25 eV. Its charge is 0. For the total energy, the calculation gives -9408.1465 eV.

Geometry (Å):
O  -0.76  2.25  -0.06
O  0.93  -0.35  -2.12
C  -1.74  -0.74  -0.13
C  0.58  -0.40  1.08
C  -0.28  -0.53  0.06
C  1.86  -0.34  0.25
C  0.84  -0.41  -0.92
H  -2.32  -0.34  0.71
H  -2.08  -0.25  -1.05
H  2.46  0.57  0.30
H  2.50  -1.21  0.32
H  0.43  -0.39  2.16
H  -0.21  1.74  0.54
H  -1.93  -1.81  -0.22
H  -0.29  2.21  -0.90

---

Energy above the lowest of the compared OMol25 structures with the same formula, charge and spin
In order: 47.9 68.9 50.1 55.7 38.9
Unit: kcal/mol